{
  "formula": "C5H6N",
  "method": "ωB97M-V/def2-TZVPD",
  "homo_lumo_gap_ev": [8.32, 7.56],
  "lumo_energy_ev": [-5.9, -6.7],
  "homo_ev": [-14.2, -14.2],
  "relative_energy_kcal_mol": 213.9,
  "total_charge": 1,
  "symbols": ["C", "C", "C", "C", "C", "N", "H", "H", "H", "H", "H", "H"],
  "coordinates": [[0.911, 0.168, 0.104], [-0.311, 0.321, -0.020], [-2.569, -0.642, 0.524], [-2.722, -0.103, -0.655], [2.276, -0.262, 0.324], [-1.648, 0.454, 0.145], [-2.840, -1.413, 1.214], [-3.171, -0.202, -1.731], [3.058, 0.289, 0.881], [1.941, -1.131, 0.910], [2.695, -0.698, -0.691], [-1.854, 2.061, 0.916]],
  "atomic_forces_ev_per_a": [[-3.329, 1.505, -0.350], [3.901, -0.516, 0.321], [-0.501, 1.151, -2.157], [-0.900, -1.381, -1.034], [0.314, -2.091, -1.783], [-0.813, 2.483, 1.702], [0.419, 0.045, 0.658], [1.198, 0.758, 2.272], [-0.988, 0.222, -0.466], [1.183, -0.332, 0.186], [-0.643, 1.003, 2.064], [0.158, -2.847, -1.413]]
}

=====

{
  "formula": "C5H6N",
  "method": "ωB97M-V/def2-TZVPD",
  "smiles": "C=[N+]1[C@@H]2C=C[C@@H]21",
  "homo_lumo_gap_ev": [8.68, 8.68],
  "lumo_energy_ev": [-6.0, -6.0],
  "homo_ev": [-14.7, -14.7],
  "relative_energy_kcal_mol": 127.2,
  "total_charge": 1,
  "symbols": ["C", "N", "C", "C", "C", "C", "H", "H", "H", "H", "H", "H"],
  "coordinates": [[-2.063, -0.006, 0.424], [-0.736, -0.094, -0.144], [0.380, -0.853, -0.620], [1.539, -0.638, 0.388], [1.514, 0.675, 0.310], [0.295, 0.727, -0.566], [-2.775, -0.869, 0.679], [-2.286, 1.094, 0.454], [0.284, -1.346, -1.535], [1.995, -1.465, 0.986], [1.803, 1.448, 1.024], [0.048, 1.328, -1.401]],
  "atomic_forces_ev_per_a": [[5.492, 0.407, -2.772], [-7.736, -1.271, 4.644], [0.512, 1.979, 0.816], [0.045, -2.676, -0.137], [-0.845, 1.178, 1.947], [0.962, -0.154, -1.509], [1.553, 1.236, -0.646], [-0.365, -1.366, 0.353], [-0.131, -1.114, -0.973], [-0.182, 1.260, -0.509], [0.551, -0.193, -0.530], [0.144, 0.715, -0.684]]
}

=====

{
  "formula": "C5H6N",
  "method": "ωB97M-V/def2-TZVPD",
  "homo_lumo_gap_ev": 7.53,
  "lumo_energy_ev": -8.4,
  "homo_ev": -15.9,
  "relative_energy_kcal_mol": 84.3,
  "total_charge": 1,
  "symbols": ["C", "C", "C", "C", "C", "N", "H", "H", "H", "H", "H", "H"],
  "coordinates": [[-0.345, -0.928, -0.331], [-1.706, 0.647, 0.348], [0.417, 0.280, 0.128], [-1.650, -0.665, -0.257], [1.838, 0.294, 0.052], [-0.385, 1.214, 0.464], [0.190, -1.788, -0.761], [-2.462, 1.226, 0.895], [-2.504, -1.241, -0.477], [2.154, 0.049, -0.961], [2.360, -0.318, 0.703], [2.093, 1.231, 0.199]],
  "atomic_forces_ev_per_a": [[-0.107, -1.836, -1.090], [3.319, 1.058, 1.115], [-0.524, -1.019, -0.144], [-0.169, 0.630, 0.209], [-1.155, -1.322, -1.933], [-2.441, 0.861, 0.333], [-0.617, 0.205, 0.404], [-0.209, -0.479, -0.651], [-0.612, -0.684, -0.311], [-0.081, -0.433, -0.299], [0.790, -1.654, 1.429], [1.805, 4.672, 0.939]]
}